Entry 1:
{
  "formula": "C16H43F8N2O21PS7",
  "method": "ωB97M-V/def2-TZVPD",
  "e_homo_ev": -4.51,
  "homo_lumo_gap_ha": 0.299,
  "multiplicity": 1,
  "fmax_ev_per_a": 6.6,
  "lumo_ev": 3.6,
  "total_energy_ev": -170140.6956,
  "total_charge": -2,
  "elements": ["P", "F", "F", "F", "F", "F", "F", "N", "S", "O", "O", "F", "S", "O", "O", "F", "C", "N", "O", "O", "H", "H", "H", "O", "S", "O", "O", "C", "C", "C", "H", "H", "H", "H", "H", "H", "H", "H", "O", "S", "O", "O", "C", "C", "C", "H", "H", "H", "H", "H", "H", "H", "H", "O", "S", "O", "O", "C", "C", "C", "H", "H", "H", "H", "H", "H", "H", "H", "O", "S", "O", "O", "C", "C", "C", "H", "H", "H", "H", "H", "H", "H", "H", "O", "S", "O", "O", "C", "C", "C", "H", "H", "H", "H", "H", "H", "H", "H"],
  "coordinates": [[-1.920, 0.985, -0.705], [-3.357, 0.501, -1.135], [-1.336, 0.879, -2.247], [-2.358, 2.482, -0.953], [-0.475, 1.466, -0.240], [-2.481, 0.893, 0.872], [-1.367, -0.503, -0.474], [3.454, -1.689, 0.792], [3.852, -3.193, 1.050], [3.967, -4.012, -0.111], [3.562, -3.781, 2.373], [5.399, -2.898, 1.261], [1.806, -2.253, 0.820], [1.095, -2.313, 2.117], [1.438, -3.097, -0.372], [1.141, -0.874, 0.446], [-4.893, 2.243, -2.633], [-5.839, 1.099, -2.572], [-6.632, 1.222, -1.598], [-5.678, 0.145, -3.325], [-4.722, 2.583, -1.612], [-5.318, 3.080, -3.187], [-4.014, 1.948, -3.206], [1.972, 2.283, 3.929], [1.976, 1.040, 3.153], [2.876, 0.850, 2.004], [2.232, -0.320, 4.098], [1.650, -0.291, 5.307], [2.487, -1.089, 6.325], [0.195, 0.780, 2.736], [0.711, -0.843, 5.260], [1.540, 0.661, 5.825], [2.902, -1.839, 5.652], [1.945, -1.638, 7.095], [3.286, -0.600, 6.882], [-0.188, 1.609, 2.142], [-0.295, 0.499, 3.668], [-0.041, -0.171, 2.260], [-6.922, -0.548, 3.965], [-5.522, -0.327, 3.920], [-4.843, 0.151, 5.085], [-4.855, -1.703, 3.256], [-3.523, -1.975, 3.530], [-2.725, -2.108, 2.269], [-5.155, 0.742, 2.470], [-3.585, -3.025, 3.816], [-3.055, -1.369, 4.306], [-1.690, -2.443, 2.324], [-2.583, -1.110, 1.853], [-3.113, -2.773, 1.498], [-4.154, 1.145, 2.620], [-5.904, 1.534, 2.492], [-5.313, 0.225, 1.524], [3.324, 2.250, -0.106], [2.491, 3.442, 0.179], [1.610, 3.506, 1.379], [3.576, 4.676, 0.264], [3.034, 5.982, 0.557], [4.259, 6.824, 0.985], [1.582, 3.957, -1.371], [2.283, 5.846, 1.336], [2.674, 6.256, -0.434], [4.444, 7.592, 0.234], [5.144, 6.267, 1.294], [4.029, 7.338, 1.918], [2.347, 4.012, -2.146], [0.919, 4.821, -1.328], [0.960, 3.142, -1.741], [3.754, -0.051, -3.633], [2.615, 0.074, -2.704], [2.854, 0.142, -1.259], [1.559, 1.317, -3.095], [1.432, 1.591, -4.502], [0.701, 2.889, -4.775], [1.364, -1.252, -3.024], [0.808, 0.818, -4.951], [2.400, 1.565, -5.003], [-0.316, 2.893, -4.383], [0.588, 2.933, -5.858], [1.317, 3.729, -4.453], [0.564, -0.964, -2.342], [1.777, -2.202, -2.685], [1.097, -1.215, -4.080], [0.297, -6.536, -4.535], [0.608, -5.194, -4.027], [0.517, -4.020, -4.903], [-0.227, -4.988, -2.571], [-1.262, -4.025, -2.576], [-1.893, -4.021, -1.140], [2.313, -5.461, -3.226], [-1.994, -4.401, -3.291], [-1.004, -2.976, -2.718], [-1.128, -4.307, -0.418], [-2.605, -4.838, -1.023], [-2.422, -3.124, -0.817], [2.340, -6.498, -2.892], [2.741, -4.661, -2.622], [2.898, -5.387, -4.143]],
  "mulliken_charge": [1.29, -0.23, -0.44, -0.42, -0.39, -0.50, -0.33, -0.05, 0.78, -0.61, -0.63, -0.34, 1.08, -0.57, -0.40, 0.04, -0.84, 1.02, -0.57, -0.54, 0.29, 0.35, 0.24, -0.67, 0.84, -0.41, -0.10, -0.03, -1.44, -0.83, 0.26, 0.27, 0.35, 0.36, 0.32, 0.32, 0.62, -0.06, -0.62, 1.13, -0.61, -0.31, -0.46, -0.27, -0.88, 0.25, 0.44, 0.30, -0.20, 0.26, 0.20, 0.53, 0.28, -0.61, 1.44, -0.70, -0.33, -0.21, -1.16, -0.89, 0.31, 0.28, 0.30, 0.30, 0.36, 0.44, 0.48, -0.08, -0.72, 0.95, -0.26, 0.06, -0.30, -1.28, -0.62, 0.20, 0.44, 0.20, 0.45, 0.26, -0.05, 0.12, 0.50, -0.62, 1.04, -0.53, -0.26, -0.05, -1.03, -0.87, 0.56, 0.02, 0.28, 0.45, 0.11, 0.34, 0.22, 0.41]
}

Entry 2:
{
  "formula": "C3H8O2Si",
  "method": "ωB97M-V/def2-TZVPD",
  "e_homo_ev": -9.19,
  "homo_lumo_gap_ha": 0.348,
  "multiplicity": 1,
  "fmax_ev_per_a": 3.9,
  "lumo_ev": 0.3,
  "total_energy_ev": -15211.4474,
  "smiles": "O=[SiH2].C=C(C)O",
  "relative_energy_ev": 3.814,
  "elements": ["C", "C", "C", "O", "O", "Si", "H", "H", "H", "H", "H", "H", "H", "H"],
  "coordinates": [[0.320, -0.298, -0.675], [-0.400, -0.129, -1.973], [-0.252, -1.028, 0.364], [1.590, 0.059, -0.765], [-0.698, 0.191, 3.285], [-0.207, 1.144, 2.231], [0.237, -0.635, -2.647], [-1.329, -0.653, -1.997], [-0.438, 0.916, -2.432], [-1.338, -1.243, 0.204], [0.063, -1.330, 1.360], [2.248, -0.287, -0.160], [-0.921, 2.001, 1.339], [1.125, 1.292, 1.865]],
  "mulliken_charge": [0.91, -1.18, -1.17, -0.51, -0.45, 0.63, 0.33, 0.34, 0.28, 0.19, 0.49, 0.36, -0.09, -0.14]
}

Entry 3:
{
  "formula": "C42H48BCl2F6HfN3O5SbSe4",
  "method": "ωB97M-V/def2-TZVPD",
  "e_homo_ev": [-2.30, -2.25],
  "homo_lumo_gap_ha": [0.231, 0.186],
  "multiplicity": 2,
  "fmax_ev_per_a": 2.9,
  "lumo_ev": [4.0, 2.8],
  "total_energy_ev": -370304.2749,
  "s2": 0.76,
  "total_charge": -2,
  "relative_energy_ev": 0.000,
  "elements": ["Hf", "Se", "Se", "Se", "Se", "C", "C", "C", "C", "C", "C", "C", "C", "C", "C", "C", "C", "N", "B", "N", "C", "C", "C", "C", "C", "C", "C", "C", "C", "C", "C", "C", "C", "C", "H", "H", "H", "H", "H", "H", "H", "H", "H", "H", "H", "H", "H", "H", "H", "H", "H", "H", "H", "H", "H", "H", "H", "H", "H", "H", "H", "H", "H", "H", "H", "H", "H", "H", "H", "H", "O", "N", "O", "O", "C", "C", "C", "C", "C", "C", "C", "C", "C", "C", "C", "C", "C", "C", "H", "H", "H", "H", "H", "H", "H", "H", "H", "H", "H", "F", "Sb", "F", "F", "F", "F", "F", "Cl", "C", "Cl", "C", "O", "O", "H"],
  "coordinates": [[0.140, -0.372, 0.177], [1.163, 2.044, -0.713], [1.337, 4.076, -1.699], [-1.235, 4.145, 1.070], [-0.073, 2.283, 1.301], [4.575, 0.180, 0.732], [5.494, 0.586, -0.406], [6.494, -0.528, -0.740], [4.794, 1.129, -1.648], [5.297, 2.346, -2.110], [4.868, 2.916, -3.289], [3.932, 2.240, -4.043], [3.374, 1.030, -3.629], [2.374, 0.452, -4.639], [0.942, 0.485, -4.122], [2.733, -0.917, -5.220], [3.770, 0.493, -2.376], [3.283, -0.803, -1.920], [2.188, -1.320, -1.020], [2.489, -2.797, -1.124], [3.593, -3.027, -1.956], [4.059, -1.865, -2.409], [1.877, -4.002, -0.606], [2.315, -4.535, 0.622], [1.681, -5.678, 1.121], [0.676, -6.319, 0.426], [0.326, -5.839, -0.823], [0.916, -4.701, -1.371], [0.464, -4.385, -2.801], [1.484, -4.876, -3.839], [0.048, -2.946, -3.095], [3.452, -4.006, 1.500], [4.775, -3.721, 0.788], [3.040, -2.801, 2.335], [5.153, 0.014, 1.643], [4.030, -0.736, 0.508], [3.850, 0.964, 0.934], [6.088, 1.426, -0.038], [5.986, -1.433, -1.072], [7.076, -0.777, 0.153], [7.187, -0.214, -1.528], [6.054, 2.848, -1.516], [5.259, 3.874, -3.619], [3.601, 2.665, -4.985], [2.420, 1.145, -5.482], [0.816, -0.187, -3.286], [0.241, 0.179, -4.909], [0.677, 1.491, -3.787], [2.677, -1.712, -4.484], [3.747, -0.912, -5.636], [2.033, -1.159, -6.029], [3.982, -4.020, -2.120], [4.894, -1.686, -3.068], [1.996, -6.061, 2.086], [0.178, -7.186, 0.846], [-0.438, -6.352, -1.397], [-0.430, -4.996, -2.943], [2.361, -4.228, -3.863], [1.031, -4.862, -4.836], [1.812, -5.898, -3.624], [0.901, -2.274, -3.077], [-0.681, -2.577, -2.377], [-0.406, -2.891, -4.091], [3.649, -4.825, 2.195], [4.729, -2.805, 0.199], [5.068, -4.542, 0.125], [5.560, -3.592, 1.540], [2.799, -1.953, 1.698], [3.854, -2.495, 2.993], [2.166, -3.018, 2.955], [-0.983, -3.531, 1.724], [-0.490, -2.602, 1.183], [0.102, -1.616, 1.823], [-0.456, -2.424, -0.094], [-6.916, -2.713, 1.709], [-6.539, -2.703, 0.372], [-5.286, -2.226, 0.004], [-4.378, -1.732, 0.947], [-4.765, -1.772, 2.292], [-6.015, -2.252, 2.665], [-3.035, -1.283, 0.463], [-2.162, -0.385, 0.966], [-2.643, 0.430, 2.120], [-3.726, 1.291, 1.924], [-4.173, 2.129, 2.937], [-3.551, 2.124, 4.181], [-2.472, 1.274, 4.392], [-2.016, 0.445, 3.371], [-7.887, -3.091, 2.005], [-7.221, -3.071, -0.388], [-4.998, -2.220, -1.042], [-4.076, -1.436, 3.055], [-6.284, -2.269, 3.715], [-2.778, -1.784, -0.470], [-4.207, 1.300, 0.952], [-5.009, 2.797, 2.751], [-3.889, 2.790, 4.969], [-1.961, 1.265, 5.348], [-1.183, -0.222, 3.560], [1.752, 0.231, 2.090], [2.193, 0.841, 3.915], [3.776, -0.158, 3.744], [3.007, 2.323, 3.125], [1.282, -0.695, 4.486], [0.650, 1.847, 4.204], [2.745, 1.295, 5.665], [-4.609, 0.652, -2.030], [-3.001, 0.470, -2.777], [-2.931, -1.073, -3.679], [-1.857, 0.643, -1.740], [-1.950, 1.617, -1.026], [-0.913, -0.250, -1.707], [-2.912, 1.266, -3.505]],
  "mulliken_charge": [0.13, 0.02, -0.51, -0.30, -0.17, -1.10, 0.47, -1.50, 0.23, -0.74, -1.22, -0.84, 0.50, 0.43, -0.98, -1.49, -0.66, 1.49, 3.63, 1.23, -1.11, -1.35, -0.69, 0.57, -0.76, -1.48, -0.61, 0.44, 0.30, -1.68, 0.55, 0.49, -2.06, -1.07, 0.59, -0.25, 0.06, 0.72, 0.25, 0.39, 0.37, 0.34, 0.34, 0.29, 0.59, -0.15, 0.54, 0.31, 0.04, 0.38, 0.45, 0.45, 0.38, 0.36, 0.33, 0.36, 0.69, 0.26, 0.42, 0.39, -0.87, -0.83, 0.55, 0.64, 0.34, 0.37, 0.52, -0.54, 0.70, 0.42, -0.73, -0.01, -0.03, -0.02, -0.43, -0.85, -0.28, 0.08, 0.05, -0.84, 0.76, 0.57, -0.91, -0.15, -0.84, -0.69, -0.69, 0.66, 0.37, 0.37, 0.39, 0.36, 0.39, -0.14, 0.21, 0.35, 0.34, 0.42, 0.25, 0.15, 2.13, -0.53, -0.58, -0.64, -0.51, -0.57, -0.15, 0.11, -0.19, -0.32, -0.16, -0.57, 0.52]
}

Entry 4:
{
  "formula": "C6H13NO2",
  "method": "ωB97M-V/def2-TZVPD",
  "e_homo_ev": -8.48,
  "homo_lumo_gap_ha": 0.312,
  "multiplicity": 1,
  "fmax_ev_per_a": 2.8,
  "lumo_ev": 0.0,
  "total_energy_ev": -12014.4980,
  "relative_energy_ev": 4.227,
  "elements": ["C", "C", "C", "C", "H", "H", "H", "H", "H", "H", "H", "H", "H", "H", "C", "N", "C", "O", "O", "H", "H", "H"],
  "coordinates": [[0.964, -0.068, 0.158], [1.224, -1.431, -0.445], [1.326, 0.037, 1.622], [1.490, 1.095, -0.652], [-0.402, 0.035, -0.352], [2.297, -1.643, -0.413], [2.416, -0.009, 1.719], [1.279, 0.997, -1.717], [0.688, -2.207, 0.100], [0.918, -1.476, -1.491], [0.971, 0.978, 2.040], [0.919, -0.803, 2.185], [1.087, 2.036, -0.276], [2.579, 1.136, -0.558], [-2.405, -0.553, -0.608], [-2.914, 0.497, -1.173], [-1.257, 0.213, 0.538], [-2.459, -1.757, -0.560], [-1.559, 1.495, 0.617], [-3.578, 0.273, -1.905], [-2.302, 1.565, -0.257], [-1.283, -0.409, 1.428]],
  "mulliken_charge": [1.39, -1.50, -1.62, -1.53, -0.14, 0.43, 0.44, 0.39, 0.38, 0.39, 0.38, 0.41, 0.36, 0.45, 0.46, -0.63, 0.07, -0.61, -0.61, 0.23, 0.42, 0.44]
}